# 1
C5H28N2O8 | ωB97M-V/def2-TZVPD

Computed properties:
structure (SMILES) = CN(CCN)CCO.O.O.O.O.O.O.O
maximum force = 0.07800 Eh/bohr
E_HOMO = -9.54 eV
relative energy (zero: lowest compared OMol25 entry of this formula, charge and spin) = 45.6 kcal/mol
net charge = 0
total energy = -24998.912 eV
frontier orbital gap = 9.60 eV

The geometry in XYZ format:
```
43
C5H28N2O8 (ωB97M-V/def2-TZVPD)
C -0.933 2.265 -1.005
N -0.513 1.043 -0.319
C 0.951 0.816 -0.430
C 1.558 0.682 0.978
N 2.919 1.293 0.967
C -1.273 -0.118 -0.805
C -2.614 -0.301 -0.036
O -3.213 0.937 0.260
H -0.445 3.200 -0.622
H -2.018 2.417 -0.875
H -0.776 2.294 -2.066
H 1.197 -0.086 -1.013
H 1.458 1.669 -0.986
H 1.618 -0.383 1.330
H 0.905 1.260 1.726
H 3.558 0.807 0.329
H 3.394 1.149 1.868
H -0.739 -1.094 -0.656
H -1.521 -0.093 -1.936
H -3.372 -0.850 -0.674
H -2.492 -0.856 0.899
H -2.887 1.319 1.089
O 0.611 -2.643 -1.797
H 0.639 -1.940 -2.523
H 0.785 -3.415 -2.281
O 1.507 3.888 0.704
H 2.243 3.306 0.749
H 0.766 3.283 0.892
O -0.779 -3.944 0.657
H -0.785 -3.439 -0.197
H -0.996 -3.300 1.311
O -1.573 1.195 2.357
H -1.406 1.961 2.928
H -1.069 1.360 1.560
O 1.496 -2.514 0.744
H 1.304 -2.501 -0.178
H 1.147 -3.405 1.030
O -0.586 -1.804 2.277
H -0.860 -0.908 2.212
H 0.232 -1.856 1.767
O 0.704 -0.552 -3.458
H 0.396 0.158 -2.904
H 1.462 -0.301 -3.873
```


# 2
C2HOS3 | ωB97M-V/def2-TZVPD

Computed properties:
maximum force = 0.07345 Eh/bohr
E_HOMO = -1.85 eV
relative energy (zero: lowest compared OMol25 entry of this formula, charge and spin) = 11.4 kcal/mol
net charge = -1
total energy = -36642.620 eV
frontier orbital gap = 4.64 eV

The geometry in XYZ format:
```
7
C2HOS3 (ωB97M-V/def2-TZVPD)
C 1.898 0.624 0.176
C -1.869 -1.130 -0.006
O 1.545 -0.415 -0.166
S 2.332 2.050 0.566
S -1.175 -2.135 1.114
S -1.031 0.340 -0.350
H -1.700 0.665 -1.333
```


# 3
C4H30N8O11 | ωB97M-V/def2-TZVPD

Computed properties:
structure (SMILES) = NC(N)=O.NC(N)=O.NC(N)=O.NC(N)=O.O.O.O.O.O.O.O
maximum force = 0.13531 Eh/bohr
E_HOMO = -8.96 eV
relative energy (zero: lowest compared OMol25 entry of this formula, charge and spin) = 48.6 kcal/mol
net charge = 0
total energy = -39081.079 eV
frontier orbital gap = 8.40 eV

The geometry in XYZ format:
```
53
C4H30N8O11 (ωB97M-V/def2-TZVPD)
N 1.610 -0.456 -1.390
C 1.828 -1.109 -2.509
N 2.968 -1.768 -2.571
O 1.069 -0.989 -3.420
H 2.320 -0.507 -0.674
H 0.733 0.037 -1.303
H 3.693 -1.375 -1.988
H 3.291 -1.948 -3.510
N 1.208 1.884 3.263
C 1.732 0.681 3.220
N 1.268 0.055 2.109
O 2.410 0.185 4.054
H 0.529 2.063 2.538
H 1.200 2.476 4.081
H 1.693 -0.819 1.832
H 0.701 0.655 1.527
N 2.428 4.169 -0.928
C 1.507 3.636 -0.222
N 0.870 2.610 -0.745
O 1.156 4.098 0.849
H 2.204 4.015 -1.901
H 2.676 5.079 -0.566
H 1.133 2.230 -1.643
H 0.140 2.187 -0.190
N 0.377 -2.956 0.995
C 1.679 -3.129 0.895
N 1.847 -3.864 -0.121
O 2.514 -2.519 1.551
H -0.272 -3.191 0.257
H 0.217 -2.170 1.609
H 2.818 -4.073 -0.308
H 1.108 -3.964 -0.802
O -2.393 -1.071 1.995
H -1.986 -1.598 2.683
H -3.258 -1.464 1.872
O -1.079 0.008 -0.456
H -1.579 0.510 0.188
H -1.421 -0.883 -0.383
O -1.192 1.888 1.550
H -1.533 2.755 1.333
H -1.924 1.442 1.975
O -4.117 1.431 0.224
H -4.818 1.935 -0.189
H -3.895 1.929 1.011
O -1.023 0.995 -3.301
H -1.257 0.649 -2.440
H -0.257 0.484 -3.564
O -4.209 -0.425 -1.707
H -3.496 -1.060 -1.774
H -3.907 0.208 -1.056
O -2.185 -2.694 -0.724
H -2.233 -3.548 -1.153
H -2.888 -2.712 -0.074
```